No. 1
Entry from the OMol25 dataset: a cluster of 3 separate species, C19H41BN6O5PS in total in a non-equilibrium geometry (ωB97M-V/def2-TZVPD).

```
74
Properties=species:S:1:pos:R:3:forces:R:3:lowdin_charge:R:1
O 4.154 1.692 0.973 -1.0 0.7 -1.1 0.177
B 4.411 2.222 -0.299 1.0 0.0 1.2 -0.719
O 5.454 3.053 -0.447 -0.6 -0.3 -0.4 0.255
O 3.547 1.908 -1.430 -0.3 0.7 1.1 0.215
N 2.429 1.328 -0.938 1.7 0.2 -1.5 -0.181
N 2.329 0.072 -0.890 -0.5 -0.3 0.3 0.192
N 1.156 -0.187 -0.333 -0.6 0.2 0.1 0.135
C 0.568 0.972 -0.078 -0.1 0.3 0.0 -0.075
N 1.378 1.997 -0.478 -0.1 -0.9 -0.1 -0.123
P 1.056 3.758 -0.384 -1.6 2.0 1.7 0.435
S -0.297 4.029 0.949 0.4 -0.2 -0.5 0.298
H 3.438 2.211 1.376 0.3 -0.5 0.5 0.119
H 5.809 3.201 0.445 0.3 0.0 -0.4 0.148
H -0.403 1.143 0.384 0.3 -0.1 -0.2 0.121
H 0.718 4.273 -1.659 0.5 -0.8 -0.1 0.020
H 2.290 4.372 -0.027 0.1 -0.8 -0.6 0.010
C 4.447 -6.623 0.536 -0.4 0.1 -0.3 -0.029
C 5.011 -5.678 1.619 -0.3 -2.1 -0.7 -0.487
C 4.152 -5.748 2.890 -0.3 0.5 0.2 -0.138
C 2.829 -5.001 2.772 0.1 0.0 0.0 -0.174
C 3.090 -3.554 2.364 0.1 -0.3 0.4 -0.138
C 3.904 -3.441 1.069 -1.6 0.4 -1.3 -0.483
N 5.133 -4.290 1.079 0.5 0.9 2.7 -0.063
O 6.040 -3.665 1.781 0.3 0.0 -0.8 -0.014
C 2.993 -3.815 -0.123 -0.1 -0.1 -0.1 -0.038
C 4.237 -1.963 0.833 0.8 0.1 0.3 -0.060
C 6.372 -6.303 1.954 0.4 0.6 0.1 -0.046
H 4.147 -7.574 0.978 0.1 0.0 0.1 0.091
H 3.576 -6.244 0.010 0.0 0.0 0.1 0.053
H 5.201 -6.837 -0.223 0.0 0.1 0.1 0.089
H 4.711 -5.325 3.732 0.1 0.1 -0.1 0.126
H 3.959 -6.790 3.152 0.2 0.0 -0.2 0.124
H 2.170 -5.501 2.057 0.0 0.0 0.0 0.108
H 2.311 -5.020 3.733 0.0 0.0 0.0 0.115
H 2.135 -3.032 2.248 0.1 0.1 -0.2 0.121
H 3.617 -3.050 3.181 0.1 0.0 -0.1 0.126
H 3.579 -3.940 -1.036 0.0 -0.1 0.0 0.096
H 2.270 -3.018 -0.312 0.1 0.1 0.1 0.066
H 2.398 -4.709 0.046 0.1 -0.1 0.0 0.062
H 4.781 -1.519 1.667 0.1 -0.2 -0.1 0.081
H 3.326 -1.381 0.721 -0.2 -0.3 0.0 0.036
H 4.831 -1.834 -0.076 0.0 0.0 0.0 0.096
H 7.060 -6.229 1.110 0.0 0.1 0.0 0.091
H 6.248 -7.361 2.188 -0.2 0.0 -0.1 0.093
H 6.844 -5.839 2.819 0.0 0.1 -0.1 0.081
C -5.213 1.471 -2.323 -0.3 0.1 -0.3 -0.026
C -4.675 2.406 -1.219 -0.3 -1.9 -0.8 -0.483
C -5.566 2.330 0.029 -0.2 0.4 0.3 -0.139
C -6.882 3.080 -0.117 0.0 0.0 0.0 -0.172
C -6.612 4.528 -0.508 0.1 -0.4 0.4 -0.135
C -5.766 4.652 -1.782 -1.6 0.6 -1.5 -0.487
N -4.534 3.799 -1.746 0.4 0.9 2.9 -0.058
O -3.646 4.424 -1.014 0.4 -0.3 -0.9 -0.046
C -6.645 4.286 -3.000 -0.1 -0.2 -0.1 -0.039
C -5.431 6.133 -1.998 0.7 0.0 0.3 -0.045
C -3.327 1.770 -0.856 0.6 0.6 0.2 -0.072
H -5.529 0.518 -1.895 0.1 0.0 0.1 0.092
H -6.068 1.858 -2.867 0.0 0.1 0.1 0.057
H -4.441 1.259 -3.065 0.0 0.1 0.0 0.088
H -5.027 2.745 0.889 0.1 0.1 -0.1 0.124
H -5.769 1.286 0.278 0.2 0.0 -0.2 0.124
H -7.524 2.587 -0.852 0.0 0.0 0.0 0.110
H -7.423 3.055 0.831 0.0 0.0 0.0 0.118
H -7.562 5.050 -0.643 0.1 0.1 -0.2 0.129
H -6.105 5.027 0.325 0.1 0.0 -0.1 0.127
H -6.037 4.169 -3.898 0.0 -0.1 0.0 0.095
H -7.362 5.083 -3.200 0.1 0.1 0.1 0.087
H -7.245 3.389 -2.853 0.1 -0.1 0.0 0.061
H -4.909 6.571 -1.147 0.1 -0.1 -0.1 0.079
H -6.345 6.711 -2.130 -0.1 -0.2 0.0 0.089
H -4.816 6.271 -2.889 0.0 0.0 0.0 0.092
H -2.614 1.844 -1.683 -0.1 0.1 0.0 0.082
H -3.459 0.710 -0.630 -0.3 0.0 -0.1 0.091
H -2.874 2.228 0.027 -0.1 0.2 -0.1 0.048
```
Positions in Å, forces in eV/Å.

Calculated values
E_tot = -2217.28087 Eh
LUMO (spin up / spin down) = -0.1820 / -0.1820 hartree
Spin multiplicity = 3
HOMO (spin up / spin down) = -10.378 / -11.142 eV
Kohn-Sham gap (spin up / spin down) = 5.427 / 6.190 eV
Charge = +1


No. 2
Entry from the OMol25 dataset: a structure of composition C23H52O3P4SeTi in a non-equilibrium geometry (ωB97M-V/def2-TZVPD).

```
84
Properties=species:S:1:pos:R:3:forces:R:3:lowdin_charge:R:1
Ti -0.456 -0.166 -0.283 0.9 -1.7 1.4 0.182
P -2.109 -0.990 1.687 -0.8 -0.1 1.1 0.827
P 0.506 -2.645 -0.558 0.8 -1.2 0.1 0.775
P -2.394 -1.167 -1.845 -1.7 -0.5 -1.4 0.796
H -0.038 2.717 -0.412 -0.1 -0.5 0.2 0.071
C -0.930 2.122 -0.638 -2.0 1.4 1.9 -0.182
C -1.779 1.704 0.398 0.8 2.0 -1.2 -0.115
H -1.480 1.966 1.421 0.0 -0.5 -0.2 0.074
C -1.631 -0.346 3.327 0.4 0.5 0.0 -0.204
C -2.172 -2.776 2.053 0.3 -0.3 -0.6 -0.214
C -3.897 -0.576 1.699 0.0 0.3 -0.4 -0.210
C 1.747 -2.763 -1.897 -0.2 0.5 0.0 -0.243
C 1.533 -3.186 0.849 0.0 0.4 0.4 -0.216
C -0.460 -4.173 -0.862 -0.5 0.2 0.0 -0.219
C -3.591 0.183 -2.058 0.1 0.5 0.1 -0.193
C -3.480 -2.551 -1.350 0.2 -0.5 0.9 -0.190
C -2.053 -1.716 -3.559 0.7 0.3 0.0 -0.189
H -1.311 2.312 -1.638 -0.1 -0.5 -0.1 0.072
H -2.855 1.564 0.234 0.6 -0.3 -0.2 0.072
H -1.211 0.661 3.243 -0.2 -0.2 0.2 0.022
H -0.862 -0.982 3.776 -0.2 0.1 -0.1 0.052
H -2.512 -0.333 3.983 0.2 -0.1 -0.2 0.088
H -1.162 -3.187 2.142 -0.2 0.0 0.1 0.035
H -2.714 -3.323 1.272 0.1 0.1 0.3 0.043
H -2.689 -2.911 3.012 0.0 0.1 -0.2 0.093
H -4.049 0.499 1.550 -0.1 -0.2 0.2 0.056
H -4.295 -0.855 2.685 0.1 0.0 -0.3 0.088
H -4.459 -1.111 0.930 0.1 0.1 0.2 0.039
H 2.363 -3.653 -1.711 -0.2 0.2 -0.2 0.084
H 2.357 -1.857 -1.904 0.3 -0.3 0.0 0.003
H 1.252 -2.822 -2.865 0.0 -0.1 -0.1 0.061
H 2.171 -4.001 0.487 -0.1 0.1 0.1 0.083
H 0.916 -3.561 1.674 0.2 0.1 -0.1 0.059
H 2.151 -2.355 1.208 -0.1 -0.4 -0.1 0.029
H 0.233 -5.023 -0.822 0.0 0.2 0.0 0.091
H -0.923 -4.147 -1.857 0.1 -0.1 0.3 0.046
H -1.226 -4.321 -0.088 0.3 0.0 -0.3 0.041
H -4.301 -0.087 -2.851 0.2 0.0 0.2 0.094
H -3.097 1.118 -2.341 -0.1 -0.1 -0.1 0.060
H -4.152 0.365 -1.135 0.1 -0.1 -0.2 0.057
H -4.219 -2.720 -2.144 0.2 0.3 0.0 0.101
H -4.016 -2.349 -0.422 0.1 0.0 -0.2 0.030
H -2.922 -3.482 -1.226 -0.1 0.2 -0.1 0.039
H -2.992 -1.743 -4.134 0.3 0.0 0.3 0.093
H -1.589 -2.712 -3.566 -0.2 0.2 0.0 0.065
H -1.355 -1.009 -4.022 -0.2 -0.2 -0.2 0.058
C 0.981 1.890 -3.395 0.3 0.1 -0.1 -0.407
C 0.583 3.234 -3.243 -0.3 0.3 0.9 -0.093
C 0.650 4.136 -4.306 0.0 -0.4 0.3 0.000
C 1.172 3.726 -5.547 -0.4 0.2 0.1 0.029
C 1.631 2.418 -5.690 0.0 -0.4 0.1 -0.007
C 1.537 1.511 -4.627 0.8 -1.2 -0.2 -0.089
Se 1.056 0.538 -1.906 -0.7 1.5 -2.5 1.087
H -0.806 -0.299 -1.947 0.3 -0.1 -0.9 -0.076
H 0.267 3.595 -2.266 0.0 0.1 -0.4 0.095
H 0.301 5.161 -4.152 0.2 -0.4 -0.1 0.143
H 1.187 4.437 -6.390 0.2 -0.5 0.5 0.154
H 2.068 2.096 -6.642 -0.2 0.0 0.4 0.145
H 1.956 0.490 -4.735 -0.3 0.7 -0.1 0.127
C -0.019 3.450 3.813 -0.2 0.2 0.0 -0.043
C 0.854 2.990 2.671 0.3 0.3 0.6 -0.234
O 0.708 1.535 2.578 0.3 -1.4 -2.5 -0.329
P 1.401 0.633 1.384 2.1 0.6 4.2 0.733
O 2.287 -0.446 2.205 -1.3 0.8 -1.1 -0.304
C 2.111 -1.004 3.585 0.0 -0.2 -0.2 -0.197
C 2.417 0.009 4.650 -0.1 0.0 0.3 -0.040
O 2.541 1.606 0.826 -1.3 -0.7 -0.2 -0.281
C 3.747 1.114 0.136 0.2 -0.3 -0.3 -0.260
C 4.989 1.727 0.727 0.1 0.0 -0.1 -0.029
H -1.088 3.255 3.627 0.3 0.1 0.1 0.085
H 0.114 4.530 3.917 -0.1 -0.1 0.0 0.109
H 0.273 2.994 4.765 0.0 0.0 -0.2 0.096
H 0.552 3.449 1.725 0.1 0.0 0.0 0.109
H 1.911 3.190 2.883 -0.3 0.1 -0.2 0.138
H 1.096 -1.418 3.655 0.3 0.1 0.0 0.093
H 2.823 -1.834 3.602 -0.1 0.2 -0.1 0.136
H 1.651 0.787 4.701 0.2 -0.1 0.0 0.067
H 2.404 -0.530 5.610 0.1 0.2 -0.2 0.115
H 3.410 0.451 4.507 -0.2 -0.1 0.1 0.106
H 3.803 0.020 0.201 -0.2 0.1 0.2 0.114
H 3.623 1.375 -0.921 0.0 0.2 0.1 0.096
H 5.170 1.357 1.741 -0.1 0.1 -0.1 0.098
H 5.826 1.398 0.102 0.0 0.1 0.1 0.108
H 4.968 2.820 0.713 -0.1 -0.2 0.0 0.103
```
Positions in Å, forces in eV/Å.

Calculated values
E_tot = -5748.04422 Eh
LUMO (spin up / spin down) = -0.5502 / -0.5479 hartree
HOMO (spin up / spin down) = -20.314 / -20.324 eV
Kohn-Sham gap (spin up / spin down) = 5.341 / 5.415 eV
Charge = +4


No. 3
Entry from the OMol25 dataset: a cluster of 2 separate species, C4H14N2 in total in a non-equilibrium geometry (ωB97M-V/def2-TZVPD).

```
20
Properties=species:S:1:pos:R:3:forces:R:3:lowdin_charge:R:1
C -0.866 -1.386 -1.594 -1.2 0.1 0.2 -0.131
C -1.396 -0.186 -2.390 1.1 -0.7 -0.5 -0.312
C -0.714 1.106 -1.954 -1.8 1.0 1.1 -0.126
H -1.090 -1.252 -0.534 0.4 0.1 0.1 0.060
H 0.190 -1.561 -1.760 0.2 0.0 0.1 0.071
H -1.438 -2.277 -1.856 0.2 -0.2 -0.2 0.065
H -2.484 -0.197 -2.381 0.0 0.4 0.2 0.097
H -1.097 -0.372 -3.425 -0.2 0.0 -0.1 0.093
H -0.526 1.824 -2.745 0.8 -0.3 -0.3 0.065
H -1.377 1.735 -1.332 -0.3 -0.4 0.0 0.067
H 0.073 0.913 -1.237 0.8 0.0 -0.5 0.052
N 0.826 1.260 2.036 -0.1 -0.4 0.2 -0.001
C 0.797 -0.109 2.559 2.0 0.5 -0.7 -0.350
N 2.098 -0.743 2.384 -0.4 -0.9 0.6 -0.022
H 0.934 1.985 2.727 -0.2 0.1 -0.1 0.054
H 0.109 1.442 1.354 -0.2 0.3 0.3 0.039
H 0.541 -0.217 3.610 -0.3 0.2 0.0 0.104
H 0.148 -0.671 1.924 -0.9 -0.3 -0.1 0.079
H 2.503 -0.596 1.483 0.2 0.3 -0.2 0.049
H 2.768 -0.698 3.132 -0.1 0.3 0.0 0.048
```
Positions in Å, forces in eV/Å.

Calculated values
E_tot = -270.27686 Eh
Energy above the lowest of the compared OMol25 structures with the same formula, charge and spin = 49.10 kJ/mol
LUMO = 0.0398 hartree
HOMO = -8.689 eV
Kohn-Sham gap = 9.773 eV
SMILES string = CCC.NCN
Charge = 0


No. 4
Entry from the OMol25 dataset: a cluster of 2 separate species, C4H10NO in total in a non-equilibrium geometry (ωB97M-V/def2-TZVPD).

```
16
Properties=species:S:1:pos:R:3:forces:R:3:lowdin_charge:R:1
C 2.169 0.884 1.343 1.5 0.1 0.0 -0.219
C 0.121 1.829 0.949 1.4 0.4 1.3 -0.095
N 0.959 1.499 1.872 -0.9 -2.2 -0.7 -0.118
H 2.883 0.602 2.129 -0.2 0.4 0.2 0.045
H 2.773 1.443 0.597 -0.3 0.4 0.0 0.055
H 1.984 -0.092 0.834 -0.6 0.7 0.4 0.070
H -0.904 1.423 0.957 -0.2 0.9 0.2 0.042
H 0.600 2.424 0.158 -0.5 -0.7 -1.2 0.056
C -0.784 -1.089 -0.612 -0.2 1.1 0.6 -0.563
O -1.336 -0.361 0.414 0.4 -0.5 -0.5 -0.387
C -1.872 -1.441 -1.662 0.3 0.5 1.3 -0.153
H -0.334 -2.062 -0.307 0.0 -0.2 0.2 0.062
H 0.125 -0.537 -1.063 -0.9 -0.4 -0.2 0.078
H -1.426 -1.911 -2.502 0.3 -0.7 -1.1 0.021
H -2.357 -0.516 -1.959 -0.2 0.1 -0.1 0.046
H -2.601 -2.095 -1.147 0.2 0.3 -0.4 0.059
```
Positions in Å, forces in eV/Å.

Calculated values
E_tot = -288.29689 Eh
Energy above the lowest of the compared OMol25 structures with the same formula, charge and spin = 248.76 kJ/mol
LUMO = 0.1577 hartree
HOMO = -2.663 eV
Kohn-Sham gap = 6.954 eV
Charge = -1


No. 5
Entry from the OMol25 dataset: a structure of composition C5H11N3 in a non-equilibrium geometry (ωB97M-V/def2-TZVPD).

```
19
Properties=species:S:1:pos:R:3:forces:R:3:lowdin_charge:R:1
C 0.272 2.255 -0.611 0.5 -0.6 -0.5 -0.069
C -0.555 1.341 0.246 0.8 1.8 3.6 -0.471
C 0.548 -0.252 1.989 -0.4 -2.8 -1.9 -0.128
N 0.404 0.934 1.712 -1.3 2.1 -2.2 0.068
N -1.779 1.587 0.452 -0.1 -1.0 -0.9 0.114
H -2.233 0.937 1.092 0.2 0.3 0.4 0.055
H -0.069 2.203 -1.647 -0.1 0.1 0.1 0.081
H 1.316 1.940 -0.603 0.0 0.1 0.1 0.068
H 0.214 3.287 -0.269 -0.1 -0.1 0.1 0.084
H 0.182 -1.030 1.188 0.6 0.8 1.9 0.055
H 1.082 -0.656 2.845 0.0 0.3 0.2 0.072
C 0.981 -1.813 -1.109 0.1 0.1 0.0 -0.071
C -0.323 -1.359 -0.542 -0.6 2.8 -0.7 -0.369
N -1.373 -2.029 -0.488 0.0 -0.4 -0.1 0.114
H -2.201 -1.536 -0.154 0.2 0.2 0.1 0.057
H -0.393 -0.037 -0.343 0.4 -3.3 -0.3 0.105
H 1.655 -0.966 -1.231 0.0 -0.1 0.1 0.072
H 1.445 -2.532 -0.440 0.1 -0.2 0.0 0.081
H 0.830 -2.272 -2.087 -0.1 -0.1 0.1 0.083
```
Positions in Å, forces in eV/Å.

Calculated values
E_tot = -361.21567 Eh
Energy above the lowest of the compared OMol25 structures with the same formula, charge and spin = 456.10 kJ/mol
LUMO = 0.0091 hartree
HOMO = -8.880 eV
Kohn-Sham gap = 9.127 eV
Charge = 0


> The lowest charge belongs to which entry?

C4H10NO


> Among the records above, which one has the highest charge?

C23H52O3P4SeTi